Entry A
2 unconnected molecules or ions with the total composition C4H8ClNO. Source: the OMol25 dataset; level of theory: ωB97M-V/def2-TZVPD.

Geometry as XYZ:
```
15
Properties=species:S:1:pos:R:3
Cl 1.49573 -0.70432 -1.65104
O -0.21500 -1.18563 1.11181
N -0.25522 1.21567 0.85199
C 0.37245 -1.41162 2.37765
C -0.33822 0.00847 0.57095
C -0.29386 1.16032 -2.29615
C -0.08440 -0.15060 -1.64466
H -0.10224 1.59305 1.82832
H -0.83611 -0.90421 -1.96011
H -1.27802 1.51705 -2.44307
H 1.45220 -1.49056 2.37480
H 0.03653 1.92335 -1.67776
H 0.03638 1.24590 -3.30272
H -0.12414 -2.28045 2.81479
H 0.13394 -0.53642 3.04522
```

Molar mass, g/mol: 121.57
HOMO energy, eV: -8.29
Kohn-Sham gap, eV: 9.100
LUMO level, Eh: 0.02988

Atom charges from the Mulliken analysis, given in e for atoms 1 to 6:
1 Cl -0.18
2 O -0.30
3 N -0.53
4 C -0.64
5 C 0.50
6 C -1.20

---

Entry B
C4H8ClNO in the gas phase. Source: the OMol25 dataset; level of theory: ωB97M-V/def2-TZVPD.

Geometry as XYZ:
```
15
Properties=species:S:1:pos:R:3
Cl -2.14879 -0.95838 0.18646
O 2.26738 -1.27386 -0.52261
N 1.70834 -0.25611 -0.11946
C 0.47466 -0.53319 0.61684
C -0.58335 0.63891 -1.47328
C 0.15069 0.57406 1.60967
C -0.60236 -0.58395 -0.62869
H -0.84272 0.50770 1.86976
H 0.56031 0.75870 -1.74942
H -0.43758 -1.51944 -1.12577
H -1.12257 0.43952 -2.39160
H 0.79371 0.52072 2.44096
H 0.46381 -1.45622 1.13637
H 0.33955 1.60629 1.17063
H -1.02109 1.53525 -1.01987
```

SMILES string: C[C@H](Cl)[C@H](C)N=O
Molar mass, g/mol: 121.57
HOMO energy, eV: -9.39
Kohn-Sham gap, eV: 9.020
LUMO level, Eh: -0.01351

Atom charges from the Mulliken analysis, given in e for atoms 1 to 6:
1 Cl -0.20
2 O -0.34
3 N -0.12
4 C 0.27
5 C -1.12
6 C -1.49

---

Most stable: entry B. Least stable: entry A.